A cluster of 2 separate species, C2H4NO2 in total. Source: the OMol25 dataset; level of theory: ωB97M-V/def2-TZVPD.

Energy in hartree: -283.35961
Relative energy (zero: lowest compared OMol25 entry of this formula, charge and spin) in kJ/mol: 516.0
LUMO energy in eV: -6.670
Total charge: +1
Multiplicity: 1
Highest occupied orbital energy in eV: -16.51
F_max in eV/Å: 3.7
Orbital gap in eV: 9.844

Structure (XYZ):
```
9
Properties=species:S:1:pos:R:3:forces:R:3
C -0.333773 0.412746 -1.210848 -1.423 -1.747 0.605
C -0.084831 -0.918295 1.272847 0.889 -2.150 -0.632
N 0.509118 1.072835 -0.581330 -0.896 -2.185 -0.566
O 1.380264 1.720759 -0.361848 2.401 2.777 0.426
O 0.249370 0.201647 1.118271 0.053 2.168 1.575
H -0.533200 0.942547 -2.102816 -0.640 -0.036 -1.403
H -0.824604 -0.540761 -0.771845 0.781 2.237 -1.389
H -0.552190 -1.256566 2.150678 -0.679 -0.541 1.468
H 0.189844 -1.634912 0.486891 -0.486 -0.522 -0.085
```
Positions in Å, forces in eV/Å.

***

A cluster of 2 separate species, C2H4NO2P in total. Source: the OMol25 dataset; level of theory: ωB97M-V/def2-TZVPD.

Energy in hartree: -625.15324
Relative energy (zero: lowest compared OMol25 entry of this formula, charge and spin) in kJ/mol: 204.8
LUMO energy in eV: 0.093
Structure (SMILES): N=C=O.C=PO
Multiplicity: 1
Highest occupied orbital energy in eV: -9.58
F_max in eV/Å: 4.9
Orbital gap in eV: 9.673

Structure (XYZ):
```
10
Properties=species:S:1:pos:R:3:forces:R:3
C -1.470134 0.292913 -0.586303 -1.216 3.086 -2.245
C 0.462688 0.834889 0.773079 1.882 -3.017 -0.228
N -1.538526 -0.893878 -0.639043 0.997 -4.445 1.788
O -1.701614 1.384081 -0.964795 0.279 -0.133 1.034
O 1.802132 -0.964761 -0.589397 1.199 0.959 -1.918
P 1.529932 0.619095 -0.469968 -0.201 0.394 0.095
H 0.279990 1.817805 0.964993 -0.910 2.499 0.879
H 0.216553 0.016762 1.468546 -0.173 0.723 -0.175
H 1.467951 -1.513663 0.069616 -0.909 -1.483 1.870
H -1.048974 -1.593241 -0.026728 -0.948 1.417 -1.099
```
Positions in Å, forces in eV/Å.